Below is a structure of composition C36H25BrF9MnN4O2PS in a non-equilibrium geometry, with properties calculated with ωB97M-V/def2-TZVPD.

```
80
Properties=species:S:1:pos:R:3:mulliken_spin:R:1
Mn 13.14 10.93 11.72 4.1555
C 10.06 8.65 9.63 -0.0070
C 11.13 9.55 10.11 0.0370
N 11.65 9.59 11.35 -0.1229
N 10.96 9.06 12.33 -0.0523
C 11.58 9.04 13.54 0.0195
N 11.09 8.17 14.45 -0.0186
S 13.14 9.70 13.78 -0.1903
C 11.90 10.41 9.25 0.0622
C 11.58 10.62 7.86 0.0142
C 12.33 11.63 7.19 0.0146
C 13.34 12.33 7.83 0.0077
C 13.62 11.99 9.14 0.0435
N 12.89 11.07 9.84 -0.0660
H 10.68 7.88 9.11 0.0074
H 9.43 9.17 8.90 0.0009
H 9.48 8.35 10.49 0.0000
H 10.04 7.99 14.41 -0.0019
H 11.50 8.29 15.41 0.0023
H 10.85 10.04 7.40 0.0024
H 12.21 11.85 6.16 0.0002
H 14.03 12.96 7.27 -0.0002
H 14.46 12.43 9.65 0.0043
F 8.35 17.62 8.75 0.0000
C 9.45 16.89 8.36 -0.0003
F 10.30 17.81 7.73 0.0000
F 8.97 16.12 7.27 0.0000
C 10.06 16.09 9.44 0.0012
C 11.44 15.95 9.59 -0.0005
C 12.01 15.09 10.50 0.0079
C 11.19 14.36 11.40 0.0210
C 9.83 14.60 11.39 0.0022
C 9.28 15.36 10.39 -0.0005
P 12.02 13.12 12.54 -0.0480
C 10.61 12.66 13.59 -0.0048
C 9.54 11.96 13.03 0.0190
C 8.57 11.40 13.84 0.0008
C 8.69 11.37 15.24 0.0018
C 9.82 11.96 15.80 -0.0016
C 10.70 12.68 15.02 0.0100
C 7.59 10.69 16.08 0.0000
F 6.42 10.68 15.40 0.0000
F 7.46 11.26 17.26 0.0000
F 7.90 9.33 16.33 0.0001
C 13.00 14.09 13.68 -0.0162
C 14.36 13.80 13.84 0.0048
C 15.17 14.60 14.68 0.0037
C 14.64 15.74 15.26 0.0000
C 13.23 16.06 15.18 -0.0009
C 12.48 15.23 14.31 -0.0084
C 15.35 16.65 16.12 0.0004
F 15.11 17.98 15.74 0.0000
F 14.96 16.55 17.42 0.0000
F 16.69 16.49 16.15 0.0000
H 12.15 16.43 8.93 0.0000
H 13.11 15.02 10.45 0.0035
H 9.23 14.24 12.19 -0.0001
H 8.19 15.40 10.35 -0.0001
H 9.51 11.90 11.96 -0.0006
H 7.72 10.79 13.39 0.0000
H 10.20 11.75 16.80 -0.0006
H 11.57 13.13 15.51 0.0026
H 14.80 12.93 13.34 -0.0006
H 16.23 14.49 14.66 0.0000
H 12.73 16.90 15.65 -0.0002
H 11.45 15.51 14.18 0.0007
Br 19.39 7.38 15.33 0.0000
C 18.64 8.07 13.73 0.0002
C 18.90 7.45 12.47 0.0001
C 18.43 8.04 11.29 -0.0006
C 17.50 9.05 11.46 -0.0014
C 17.19 9.68 12.64 0.0060
C 17.87 9.22 13.79 0.0007
C 16.25 10.87 12.73 0.0164
O 16.55 11.71 13.63 0.0004
O 15.35 11.04 11.91 0.0687
H 19.60 6.62 12.46 0.0000
H 18.80 7.79 10.27 -0.0001
H 16.86 9.39 10.65 0.0001
H 17.84 9.85 14.68 0.0003
```

Values from the calculation:
⟨S²⟩   6.18
E_LUMO (spin up / spin down)   -5.930 / -5.184 eV
F_max   6.48 eV Å⁻¹
Net charge   +1
Energy   -7119.52193 hartree
M   914.5 g/mol
2S+1   5